1.
C34H56N3NiO2SbSi4 as an isolated structure. Source: OMol25; level of theory: ωB97M-V/def2-TZVPD.

Calculated values
Relative energy (zero: lowest compared OMol25 entry of this formula, charge and spin) in kcal per mole: 15.27
Multiplicity: 1
HOMO level (spin up / spin down) in eV: -7.45 / -7.48
Orbital gap (spin up / spin down) in eV: 8.080 / 8.107

Element x y z (Å)
Ni  -0.1554  -0.4930  -0.1803
C  -1.6718  0.6759  -0.2539
Si  -3.1244  -0.2326  0.3992
C  -2.8601  -1.8495  -0.5315
N  -1.3927  -2.1411  -0.4989
C  -1.0135  -2.8208  -1.7647
C  -1.7466  -4.1438  -1.9894
C  -1.8090  -4.9840  -0.7002
C  -0.7934  -4.4700  0.3119
C  -1.0834  -3.0215  0.6890
C  -3.0515  -0.4713  2.2556
C  -2.0624  0.1711  3.0012
C  -1.9757  0.0050  4.3771
C  -2.8817  -0.8155  5.0322
C  -3.8703  -1.4710  4.3087
C  -3.9502  -1.2986  2.9349
C  -4.8005  0.4883  -0.0658
C  -5.1213  0.6701  -1.4152
C  -6.3151  1.2590  -1.8028
C  -7.2183  1.6891  -0.8394
C  -6.9199  1.5244  0.5046
C  -5.7230  0.9295  0.8839
H  -1.5712  1.6786  0.1622
H  -1.8112  0.8119  -1.3379
H  -3.1664  -1.6708  -1.5664
H  -3.4271  -2.7154  -0.1818
H  0.0604  -2.9760  -1.7380
H  -1.2138  -2.1202  -2.5773
H  -1.2014  -4.6837  -2.7674
H  -2.7503  -3.9725  -2.3814
H  -1.6364  -6.0381  -0.9208
H  -2.8075  -4.9230  -0.2584
H  0.2188  -4.5554  -0.0949
H  -0.8111  -5.0667  1.2259
H  -0.2468  -2.6018  1.2375
H  -1.9460  -2.9747  1.3561
H  -1.3344  0.7927  2.4922
H  -1.1947  0.5071  4.9345
H  -2.8158  -0.9505  6.1045
H  -4.5761  -2.1163  4.8167
H  -4.7300  -1.8167  2.3841
H  -4.4227  0.3536  -2.1839
H  -6.5401  1.3878  -2.8542
H  -8.1503  2.1526  -1.1374
H  -7.6189  1.8603  1.2604
H  -5.5051  0.8080  1.9391
O  1.0783  -0.7676  1.8470
N  1.9893  -1.6134  1.7243
N  2.1417  -2.0652  0.5254
O  1.3689  -1.7213  -0.4991
C  3.1539  -3.0384  0.2927
C  4.1682  -3.2450  1.2235
C  5.1356  -4.2004  0.9644
C  5.1081  -4.9371  -0.2132
C  4.1029  -4.7077  -1.1388
C  3.1217  -3.7574  -0.8934
H  4.1897  -2.6648  2.1337
H  5.9240  -4.3633  1.6878
H  5.8711  -5.6788  -0.4088
H  4.0790  -5.2684  -2.0642
H  2.3453  -3.5502  -1.6142
C  0.8489  3.2004  2.8117
Si  0.8471  3.7418  1.0135
C  -0.8214  4.4520  0.5276
C  2.1124  5.1112  0.8098
Sb  1.3889  1.6672  -0.3735
Si  1.1945  2.5764  -2.7489
C  1.8452  4.3271  -2.9506
C  -0.6188  2.5626  -3.2260
C  2.1410  1.4330  -3.8960
Si  3.9288  1.4306  -0.0787
C  4.3016  1.0111  1.7082
C  4.4814  0.0356  -1.2035
C  4.8872  2.9905  -0.5020
H  0.2877  3.9083  3.4272
H  1.8727  3.1658  3.1920
H  0.4189  2.2070  2.9479
H  -1.1216  5.1861  1.2811
H  -1.6165  3.7122  0.4538
H  -0.7556  4.9717  -0.4314
H  1.8034  5.9549  1.4350
H  2.1864  5.4658  -0.2185
H  3.1051  4.8029  1.1354
H  1.2013  5.0485  -2.4431
H  1.8636  4.5890  -4.0123
H  2.8560  4.4428  -2.5577
H  -1.2433  3.0954  -2.5066
H  -0.9982  1.5425  -3.3046
H  -0.7354  3.0440  -4.2016
H  3.2178  1.5881  -3.8128
H  1.8547  1.6264  -4.9335
H  1.9345  0.3838  -3.6747
H  3.9332  0.0243  1.9809
H  3.8452  1.7283  2.3938
H  5.3841  1.0347  1.8657
H  3.8047  -0.8177  -1.1412
H  5.4789  -0.3005  -0.9055
H  4.5304  0.3472  -2.2475
H  4.8473  3.7133  0.3131
H  4.5319  3.4813  -1.4087
H  5.9367  2.7226  -0.6549

2.
C16H19BN6TeZr as an isolated structure. Source: OMol25; level of theory: ωB97M-V/def2-TZVPD.

Calculated values
Multiplicity: 1
HOMO level in eV: -14.37
Net charge: +2
Orbital gap in eV: 6.059

Element x y z (Å)
H  1.3976  3.5558  -0.0919
N  1.0236  1.9164  -1.4045
B  0.4168  0.4592  -3.5019
N  0.7773  1.8166  -2.7760
C  0.8815  3.0411  -3.3070
Zr  0.9554  0.1668  -0.2145
H  0.8337  3.1957  -4.3773
C  1.1303  3.9661  -2.2921
H  1.2552  5.0248  -2.4249
C  1.2149  3.2428  -1.1056
H  0.3817  0.6059  -4.6770
C  -2.2013  -2.0545  2.5053
H  -1.4412  -2.7210  2.9059
H  -1.6903  -1.1292  2.1732
H  -2.6916  -2.5222  1.6543
N  -0.9631  0.0502  -2.8749
N  1.4526  -0.6905  -3.1312
N  -1.0701  -0.1376  -1.4928
N  1.7637  -0.9748  -1.8075
C  -2.1646  -0.1331  -3.4361
C  2.1210  -1.5520  -3.9148
H  -2.2647  -0.0514  -4.4958
H  2.0243  -1.4993  -4.9922
C  -3.0815  -0.4832  -2.4532
C  2.8401  -2.4577  -3.1051
C  -2.3538  -0.4684  -1.2474
C  2.5905  -2.0666  -1.7825
H  -4.1074  -0.7273  -2.5803
H  3.4096  -3.2985  -3.4352
H  -2.6910  -0.6777  -0.2391
H  2.9120  -2.4578  -0.8248
H  -2.9291  -1.7865  3.2676
Te  2.6348  0.5059  2.0111
C  1.2780  0.3820  3.6255
C  1.0558  -0.8571  4.2592
C  0.2515  -0.9099  5.4047
C  -0.3138  0.2705  5.9231
C  -0.1098  1.5014  5.2688
C  0.6856  1.5632  4.1184
H  1.5542  -1.7414  3.8553
H  0.0626  -1.8648  5.9127
H  -0.9271  0.2253  6.8279
H  -0.5774  2.4070  5.6736
H  0.8890  2.5048  3.6002

3.
C33H34F5NPRu as an isolated structure. Source: OMol25; level of theory: ωB97M-V/def2-TZVPD.

Calculated values
Relative energy (zero: lowest compared OMol25 entry of this formula, charge and spin) in kcal per mole: 4.08
Expectation value of S²: 6.047
Multiplicity: 5
HOMO level (spin up / spin down) in eV: -17.24 / -17.20
Net charge: +3
Orbital gap (spin up / spin down) in eV: 6.380 / 4.220

Element x y z (Å)
Ru  0.2839  -1.4099  0.5398
C  0.3150  -3.6583  1.7151
C  1.0755  -2.8448  2.5742
C  2.2697  -2.2838  2.1186
C  2.6832  -2.4906  0.7977
C  1.9478  -3.3403  -0.0453
C  0.7657  -3.9286  0.4129
H  -0.5890  -4.1288  2.0794
H  0.7428  -2.6726  3.5889
H  2.8650  -1.6662  2.7767
H  3.6119  -2.0563  0.4497
H  2.3156  -3.5635  -1.0372
H  0.2070  -4.6023  -0.2247
F  -2.0331  -2.5207  -1.3307
C  -2.5519  -2.2225  -0.1541
C  -1.6974  -1.6653  0.8397
C  -2.2864  -1.4282  2.1019
F  -1.5432  -0.9928  3.1084
C  -3.6199  -1.6439  2.3394
F  -4.1548  -1.3953  3.5039
C  -4.4380  -2.1610  1.3004
F  -5.6908  -2.3641  1.5216
C  -3.8873  -2.4587  0.0414
F  -4.6489  -2.9423  -0.9082
C  2.3975  -1.2092  -2.7777
C  0.8906  -1.0253  -3.0213
C  0.7087  -0.4365  -4.4291
C  0.1814  -2.3837  -3.0255
P  0.2145  0.0034  -1.5912
C  -1.4443  0.6725  -1.9688
C  -1.7282  1.2451  -3.1931
C  -2.9905  1.8259  -3.4434
C  -3.9683  1.8553  -2.4634
C  -3.6791  1.3486  -1.2217
C  -2.4195  0.7711  -0.9725
C  1.2238  1.5683  -1.2719
C  1.5484  2.2870  -2.5829
C  0.3512  2.4964  -0.4138
C  2.5385  1.2403  -0.5449
H  2.7480  -2.0274  -3.4101
H  2.6466  -1.4536  -1.7458
H  2.9629  -0.3228  -3.0591
H  1.3046  -1.0592  -5.1002
H  1.0687  0.5826  -4.5396
H  -0.3205  -0.5098  -4.7743
H  0.6084  -2.9842  -3.8313
H  -0.8831  -2.2828  -3.2237
H  0.3124  -2.9380  -2.0959
H  -0.9819  1.2716  -3.9712
H  -3.1985  2.2616  -4.4129
H  -4.9359  2.2925  -2.6672
H  -4.4204  1.4168  -0.4349
H  -2.1846  0.4363  0.0282
H  0.6552  2.5838  -3.1350
H  2.2064  1.7123  -3.2307
H  2.0797  3.2054  -2.3208
H  -0.4619  2.9285  -0.9946
H  0.9756  3.3208  -0.0624
H  -0.0747  2.0043  0.4588
H  3.2587  0.7518  -1.1952
H  2.3973  0.6324  0.3494
H  2.9895  2.1799  -0.2188
N  0.7015  0.1645  2.0481
C  0.8605  0.9935  2.8381
C  1.0511  2.0211  3.7883
C  2.1928  1.9987  4.6041
C  2.3677  3.0073  5.5289
C  1.4196  4.0204  5.6381
C  0.2883  4.0389  4.8265
C  0.0931  3.0403  3.8951
H  2.9236  1.2066  4.5082
H  3.2401  3.0085  6.1673
H  1.5639  4.8068  6.3671
H  -0.4381  4.8331  4.9279
H  -0.7837  3.0388  3.2608

4.
C29H29CuN3Si as an isolated structure. Source: OMol25; level of theory: ωB97M-V/def2-TZVPD.

Calculated values
Relative energy (zero: lowest compared OMol25 entry of this formula, charge and spin) in kcal per mole: 0.00
Expectation value of S²: 0.766
Multiplicity: 2
HOMO level (spin up / spin down) in eV: -6.56 / -6.94
Orbital gap (spin up / spin down) in eV: 4.844 / 5.182

Element x y z (Å)
C  0.2178  2.1924  3.7391
C  0.6236  2.6699  2.4637
C  -0.5353  2.7346  1.6282
H  1.6213  2.9943  2.1841
C  -1.6692  2.3441  2.4192
C  -1.1947  2.0194  3.7200
H  -1.8208  1.7764  4.5763
H  0.8652  2.0493  4.6002
H  -0.5649  3.0582  0.5902
H  -2.7079  2.3877  2.1039
Cu  -0.3513  0.5143  1.9130
C  -1.0725  -0.0420  0.1402
H  -2.0873  0.3737  0.0763
H  -1.0616  -1.1339  0.2505
H  -0.4366  0.2749  -0.6933
Si  -1.0384  -1.4745  -3.7911
C  0.7190  -1.2451  -4.2981
C  1.3759  -0.0284  -4.0493
H  0.8376  0.8010  -3.5804
C  2.7220  0.1278  -4.4046
H  3.2246  1.0788  -4.2060
C  3.4138  -0.9269  -5.0131
H  4.4619  -0.8032  -5.2885
C  2.7594  -2.1392  -5.2719
H  3.2999  -2.9607  -5.7517
C  1.4162  -2.3008  -4.9140
H  0.8984  -3.2423  -5.1147
C  -2.0142  0.0195  -4.2622
C  -1.8273  0.6805  -5.4902
H  -1.0876  0.3109  -6.2066
C  -2.5880  1.8161  -5.8004
H  -2.4253  2.3359  -6.7492
C  -3.5513  2.2828  -4.8970
H  -4.1413  3.1683  -5.1376
C  -3.7598  1.6111  -3.6852
H  -4.5119  1.9728  -2.9784
C  -3.0087  0.4713  -3.3769
H  -3.1830  -0.0702  -2.4434
H  -1.0569  -1.7274  -2.3413
H  -1.6368  -2.5866  -4.5506
C  -1.7442  -1.9319  6.9725
C  -2.4575  -1.2849  5.9503
C  -1.8113  -0.9178  4.7714
C  -0.4316  -1.1768  4.6235
C  0.2798  -1.8161  5.6545
C  -0.3738  -2.1990  6.8224
N  0.2501  -0.8040  3.4674
N  1.5275  -1.1766  3.5041
C  2.2239  -0.7277  2.4119
C  3.5907  -1.0515  2.2074
C  4.2340  -0.5283  1.0934
C  3.5279  0.3325  0.2406
C  2.1986  0.6287  0.5217
N  1.5438  0.0629  1.5406
H  -2.2595  -2.2360  7.8829
H  -3.5222  -1.0708  6.0784
H  -2.3364  -0.4139  3.9607
H  1.3436  -1.9881  5.4952
H  0.1961  -2.7035  7.6017
H  4.0535  -1.7108  2.9318
H  5.2711  -0.7765  0.8785
H  3.9768  0.7877  -0.6395
H  1.5954  1.3178  -0.0808

5.
A 2-piece molecular cluster, C3H4N2O2 overall. Source: OMol25; level of theory: ωB97M-V/def2-TZVPD.

Calculated values
Relative energy (zero: lowest compared OMol25 entry of this formula, charge and spin) in kcal per mole: 129.68
Multiplicity: 1
Structure (SMILES): C=C[N+](=O)[O-].C#N
HOMO level in eV: -11.22
Orbital gap in eV: 10.710

Element x y z (Å)
C  1.1180  1.4564  0.8529
C  0.3434  1.1615  -0.1764
N  0.5655  -0.0227  -0.9592
O  1.4180  -0.8054  -0.6000
O  -0.1335  -0.1624  -1.9407
H  1.9456  0.8145  1.1085
H  0.9507  2.3287  1.4593
H  -0.5083  1.7305  -0.5134
C  -1.9049  -2.1867  0.2383
N  -1.9507  -1.4458  1.1001
H  -1.8438  -2.8686  -0.5695

6.
A single C9H11N3O3 molecule. Source: OMol25; level of theory: ωB97M-V/def2-TZVPD.

Calculated values
Relative energy (zero: lowest compared OMol25 entry of this formula, charge and spin) in kcal per mole: 60.30
Multiplicity: 1
Structure (SMILES): CN(C)C(=O)O/[N+]([O-])=N/c1ccccc1
HOMO level in eV: -9.10
Orbital gap in eV: 9.482

Element x y z (Å)
C  0.6321  -3.2334  1.4063
N  -0.3911  -2.8361  0.5031
C  -0.1262  -3.3717  -0.7941
C  -1.3123  -1.8986  0.8285
O  -1.4307  -1.3169  1.8924
O  -2.2465  -1.6965  -0.2118
N  -2.2482  -0.3516  -0.5795
O  -3.1696  -0.0063  -1.2828
N  -1.2193  0.2306  -0.1528
C  -1.0111  1.6506  -0.3422
C  -0.2384  2.2315  0.6522
C  0.0264  3.5938  0.5656
C  -0.4306  4.2508  -0.5442
C  -1.1560  3.6619  -1.5143
C  -1.4847  2.3592  -1.3843
H  0.5504  -2.7081  2.4084
H  0.6183  -4.2843  1.4556
H  1.6211  -2.8674  0.8584
H  0.1054  -4.3828  -0.6188
H  -1.0314  -3.2180  -1.3602
H  0.7321  -2.7846  -1.3536
H  0.0010  1.6557  1.4410
H  0.7486  4.0957  1.2545
H  -0.1330  5.2821  -0.7468
H  -1.6026  4.1333  -2.3779
H  -2.0604  1.7199  -2.1921

7.
H11LiO6 as an isolated structure. Source: OMol25; level of theory: ωB97M-V/def2-TZVPD.

Calculated values
Relative energy (zero: lowest compared OMol25 entry of this formula, charge and spin) in kcal per mole: 4.72
Multiplicity: 1
HOMO level in eV: -8.34
Orbital gap in eV: 7.929

Element x y z (Å)
Li  -0.1391  0.4130  0.3733
O  0.1809  0.9890  -1.7057
H  -0.7771  1.0760  -2.1307
O  -0.1981  -1.6310  0.6713
H  -0.2431  -2.4800  0.3223
H  -0.3661  -1.8100  1.6313
O  2.2379  -0.0210  -0.5237
H  2.3499  -0.8690  -0.7697
H  1.5359  0.3130  -1.0637
O  -1.9461  1.2710  1.2573
H  -2.7381  0.9590  0.9353
H  -2.0061  1.6290  2.2303
O  1.1669  1.0410  1.8453
H  1.7879  0.6200  1.4033
H  1.2439  1.9120  2.1723
O  -0.4721  -1.3920  -2.4027
H  -1.4621  -1.4760  -2.1717
H  -0.1551  -0.5440  -2.0737

8.
A single C4H8OS molecule. Source: OMol25; level of theory: ωB97M-V/def2-TZVPD.

Calculated values
Relative energy (zero: lowest compared OMol25 entry of this formula, charge and spin) in kcal per mole: 41.43
Multiplicity: 1
Structure (SMILES): CCSCC=O
HOMO level in eV: -8.95
Orbital gap in eV: 9.697

Element x y z (Å)
C  0.3069  0.7271  1.8231
C  0.6378  -0.5178  1.1227
S  -0.6695  -1.5132  0.1783
C  -1.0183  -0.3882  -1.1350
C  -0.0027  -0.0044  -2.2841
O  -0.4127  0.1151  -3.4415
H  0.0299  1.6234  1.2328
H  1.2160  0.9561  2.6571
H  -0.5326  0.5689  2.4440
H  1.2047  -1.2612  1.7280
H  1.4606  -0.1637  0.3404
H  -1.9290  -0.9167  -1.7319
H  -1.3861  0.5761  -0.8088
H  1.0949  0.1985  -2.1251

What did the seventh record say?
H11LiO6 as an isolated structure. Source: OMol25; level of theory: ωB97M-V/def2-TZVPD.

Calculated values
Relative energy (zero: lowest compared OMol25 entry of this formula, charge and spin) in kcal per mole: 4.72
Multiplicity: 1
HOMO level in eV: -8.34
Orbital gap in eV: 7.929

Element x y z (Å)
Li  -0.1391  0.4130  0.3733
O  0.1809  0.9890  -1.7057
H  -0.7771  1.0760  -2.1307
O  -0.1981  -1.6310  0.6713
H  -0.2431  -2.4800  0.3223
H  -0.3661  -1.8100  1.6313
O  2.2379  -0.0210  -0.5237
H  2.3499  -0.8690  -0.7697
H  1.5359  0.3130  -1.0637
O  -1.9461  1.2710  1.2573
H  -2.7381  0.9590  0.9353
H  -2.0061  1.6290  2.2303
O  1.1669  1.0410  1.8453
H  1.7879  0.6200  1.4033
H  1.2439  1.9120  2.1723
O  -0.4721  -1.3920  -2.4027
H  -1.4621  -1.4760  -2.1717
H  -0.1551  -0.5440  -2.0737